1.
Here is a single C17H24F3O5P molecule in a non-equilibrium geometry from the OMol25 dataset. Energies are from wB97M-V/def2-TZVPD.

```
! RIJCOSX wB97M-V def2-TZVPD def2/J DEFGRID3
* xyz 0 1
C 4.25596 1.06125 2.03056
C 2.93705 2.06382 1.81461
O 1.94824 1.93267 2.69818
O 2.98960 2.95440 0.65244
C 1.66459 3.42584 0.22543
O 1.06332 4.32427 1.05501
C 1.03837 2.94280 -1.20713
P -0.24087 1.53343 -1.11984
C -1.36422 2.42929 0.13368
C -1.11066 2.04381 1.70666
C -2.46412 1.48498 2.49136
O -3.65264 2.33210 2.30444
C 1.11764 0.24883 -0.74508
C 1.44502 -0.77821 -2.02458
C 2.92571 -1.47561 -1.93599
F 3.57642 -1.40624 -0.60721
F 3.74012 -0.93993 -3.05775
F 2.71301 -2.93860 -2.24848
C -1.56967 0.15271 -1.21631
O -1.74561 -0.62056 0.02234
C -1.89909 -2.06048 -0.22639
C -2.78810 -2.77024 -1.40537
C -2.84051 -4.43652 -1.51126
C -2.06763 -5.44772 -0.45466
C -1.20596 -4.73085 0.75958
C -1.12032 -3.08343 0.83727
H 5.06833 1.74418 2.57156
H 4.72013 0.69468 1.01288
H 4.04162 0.17554 2.76708
H 0.52026 3.87925 -1.70369
H 1.96240 2.67427 -1.91250
H -0.51950 1.78923 -2.54019
H -1.19109 3.59834 -0.03619
H -2.53321 2.27817 -0.05689
H -0.72464 2.95335 2.37197
H -0.34778 1.13096 1.71609
H -2.20098 1.53818 3.65297
H -2.74594 0.38252 2.21842
H -4.21137 1.82250 1.62165
H 0.84002 -0.33407 0.23103
H 2.16253 0.78835 -0.53929
H 1.25342 -0.18924 -3.02655
H 0.59565 -1.61270 -1.95373
H -1.32367 -0.52424 -2.16869
H -2.64015 0.62030 -1.46450
H -3.35874 -2.10677 -2.18252
H -3.46442 -4.97600 -2.37158
H -2.11345 -6.62469 -0.49360
H -0.63501 -5.33710 1.59833
H -0.50008 -2.60681 1.71648
*
```

Energy   -1678.705945 a.u.
LUMO   -0.06 eV
Largest force on an atom   0.180 hartree/bohr
HOMO level   -8.43 eV
ΔE to the lowest compared entry with this formula, charge and spin   370.4 kcal/mol
Structure (SMILES)   CC(=O)OC(=O)C[PH](CCCO)(CCC(F)(F)F)COc1ccccc1
Gap between HOMO and LUMO   8.37 eV

2.
Here is a molecular structure, C17H24F6N6O3RuSSb from the OMol25 dataset. Energies are from wB97M-V/def2-TZVPD.

```
! RIJCOSX wB97M-V def2-TZVPD def2/J DEFGRID3
* xyz 0 2
Ru 0.97152 0.96106 -0.04646
O -0.28187 2.13211 1.28995
N -1.25025 1.48490 1.84240
N -1.19206 0.23633 1.66979
O -0.18698 -0.33606 1.03675
C -2.18336 -0.62964 2.24982
C -3.04753 -0.13891 3.21818
C -3.99680 -0.99467 3.74610
C -4.07424 -2.31285 3.31178
C -3.20278 -2.77730 2.34031
C -2.24636 -1.93377 1.79716
H -2.97596 0.88825 3.54302
H -4.68103 -0.62796 4.49915
H -4.82494 -2.97320 3.72473
H -3.27913 -3.79315 1.97858
H -1.59158 -2.26146 1.00478
C 2.20740 -1.38082 2.61275
C 2.66001 0.04331 2.57018
C 3.42152 0.59646 3.59035
C 3.85074 1.90799 3.45376
N 3.60240 2.65335 2.38304
C 2.90025 2.05899 1.43167
S 2.43814 2.81303 -0.04978
N 2.39336 0.80356 1.50287
H 3.08280 -2.02724 2.52564
H 1.51431 -1.60202 1.80983
H 1.72661 -1.60241 3.56518
H 3.66274 0.01341 4.46711
H 4.42140 2.38894 4.24042
N -1.46513 3.31539 -0.97659
C -1.06184 2.42114 -1.89179
N -1.68933 2.37613 -3.07803
O -0.06220 1.66919 -1.72757
H -2.37544 3.73184 -1.07195
H -1.11531 3.19564 -0.03188
H -2.59918 2.80023 -3.15024
H -1.61841 1.49435 -3.56765
C 2.71588 0.92665 -3.04155
C 2.24941 -0.41820 -2.48906
C 1.13252 -1.01098 -3.37117
C 3.43913 -1.40075 -2.44058
C 1.68345 -0.37530 -1.12217
H 3.11042 0.78422 -4.04910
H 3.50459 1.35250 -2.42168
H 1.89329 1.63717 -3.09162
H 1.52180 -1.13111 -4.38313
H 0.26390 -0.35268 -3.39569
H 0.80364 -1.98440 -3.00469
H 3.85219 -1.49949 -3.44527
H 3.12302 -2.38848 -2.10124
H 4.23066 -1.03660 -1.78347
H 1.50525 -1.38070 -0.71810
F -1.55391 -0.62891 -1.42873
Sb -3.30341 -0.92889 -2.13659
F -2.77562 -2.68049 -2.57983
F -3.90864 -1.50330 -0.44676
F -5.00460 -1.15314 -2.89536
F -3.71256 0.86712 -1.66470
F -2.62186 -0.28839 -3.80285
*
```

Energy   -2549.066059 a.u.
LUMO (alpha / beta)   -0.89 / -1.78 eV
Largest force on an atom   0.013 hartree/bohr
HOMO level (alpha / beta)   -8.93 / -8.85 eV
ΔE to the lowest compared entry with this formula, charge and spin   12.8 kcal/mol
Gap between HOMO and LUMO (alpha / beta)   8.04 / 7.07 eV

3.
Here is 2 unconnected molecules or ions with the total composition C17H24FN2O2 in a non-equilibrium geometry from the OMol25 dataset. Energies are from wB97M-V/def2-TZVPD.

```
! RIJCOSX wB97M-V def2-TZVPD def2/J DEFGRID3
* xyz 1 1
C -1.10231 -2.68880 1.27174
O -0.50576 -1.62968 2.07794
C 0.21062 -0.76490 1.36302
O 0.25424 -0.82482 0.16334
C 0.90427 0.27070 2.26820
C 1.65328 -0.31150 3.48071
C 2.95712 0.47450 3.59494
C 3.05700 1.35731 2.34560
N 1.88795 1.03670 1.55194
C 1.76546 1.58547 0.29133
C 2.05251 0.84718 -0.85693
C 1.69218 1.32919 -2.20622
C 1.41957 2.82753 -2.33384
C 0.71416 3.41944 -1.11350
C 1.42361 3.03560 0.18703
H -1.79537 -3.16519 1.97154
H -1.62248 -2.28874 0.38963
H -0.31478 -3.38928 0.95830
H 0.07834 0.90016 2.65036
H 1.01398 -0.19441 4.36083
H 1.84502 -1.38745 3.35589
H 2.98828 1.08785 4.50173
H 3.81822 -0.20029 3.62314
H 3.08823 2.42985 2.59622
H 3.96285 1.12725 1.75634
H 1.95975 -0.40804 -0.88726
H 2.42380 1.00336 -2.94525
H 0.73825 0.82943 -2.43579
H 2.38090 3.34363 -2.45973
H 0.80759 3.04126 -3.21903
H 0.67292 4.51452 -1.19736
H -0.32734 3.07070 -1.07468
H 0.78700 3.33386 1.03603
H 2.33339 3.67419 0.26845
F 3.09294 0.04851 -0.41399
N 4.57920 -1.55865 -4.96660
C 5.77384 -0.99123 -4.84023
C 6.96114 -1.67737 -5.16925
C 6.85369 -2.98074 -5.66650
C 5.58905 -3.56346 -5.79624
C 4.45972 -2.79450 -5.44349
H 5.81237 0.03996 -4.47449
H 7.91569 -1.17072 -5.03256
H 7.74753 -3.53742 -5.94360
H 5.43782 -4.57699 -6.16394
H 3.45187 -3.20339 -5.55895
*
```

Energy   -1021.596634 a.u.
LUMO   -5.56 eV
Largest force on an atom   0.112 hartree/bohr
HOMO level   -11.49 eV
ΔE to the lowest compared entry with this formula, charge and spin   41.9 kcal/mol
Gap between HOMO and LUMO   5.93 eV

4.
Here is a molecular structure, C17H24IrN4O7SeSi in a non-equilibrium geometry from the OMol25 dataset. Energies are from wB97M-V/def2-TZVPD.

```
! RIJCOSX wB97M-V def2-TZVPD def2/J DEFGRID3
* xyz -1 1
Ir 0.64007 -0.12797 -1.22165
O -6.01168 0.06207 0.75201
C -5.11023 -0.38899 1.47418
O -5.12987 -0.83359 2.63818
C -3.70289 -0.40680 0.81743
C -2.63503 -0.99992 1.47649
C -1.38603 -1.00357 0.89336
N -1.15377 -0.43733 -0.29122
C -2.18286 0.12051 -0.95390
C -3.46091 0.14821 -0.43396
C -1.84274 0.66363 -2.31716
O -2.67473 1.18748 -3.02392
O -0.59127 0.48793 -2.66966
H -2.81830 -1.44829 2.44432
H -0.53612 -1.48548 1.34710
H -4.27111 0.59627 -0.99201
N 2.23632 0.14422 -2.53945
C 2.25586 -1.07093 -3.38949
C 1.81911 -2.32809 -2.62780
O 2.25558 -3.41696 -2.96763
O 0.97206 -2.13061 -1.67476
H 2.07523 0.96763 -3.11133
H 3.09694 0.27932 -2.02143
H 3.21581 -1.22498 -3.87786
H 1.48988 -0.92560 -4.15432
C 1.19619 -0.34243 3.39839
N 1.32739 -1.64215 2.75509
C 0.82708 -2.82256 3.26290
C 1.14467 -3.79479 2.38350
N 1.84102 -3.20180 1.35240
C 2.37474 -3.90374 0.18935
C 1.95215 -1.88237 1.57959
Se 2.79016 -0.60490 0.52179
H 1.61670 -0.39079 4.40136
H 0.14546 -0.05928 3.44741
H 1.73195 0.38856 2.79838
H 0.27523 -2.85704 4.18480
H 0.92621 -4.84692 2.38809
H 2.51129 -4.94816 0.46093
H 3.33069 -3.46026 -0.07634
H 1.69751 -3.81179 -0.65759
C -0.10670 3.93359 -2.17809
Si 0.03958 3.17990 -0.46168
C 1.13674 4.29770 0.58407
C -1.67123 3.18113 0.31464
O 0.77574 1.73900 -0.47549
H -0.68179 4.86391 -2.14984
H -0.61546 3.25121 -2.86280
H 0.87959 4.16296 -2.59230
H 0.74737 5.31846 0.63351
H 2.14758 4.33788 0.17097
H 1.20980 3.91455 1.60518
H -1.92742 4.18738 0.65926
H -1.72472 2.50991 1.17638
H -2.44681 2.87470 -0.38940
*
```

Energy   -4203.432071 a.u.
LUMO   1.95 eV
Largest force on an atom   0.035 hartree/bohr
HOMO level   -5.42 eV
ΔE to the lowest compared entry with this formula, charge and spin   25.3 kcal/mol
Gap between HOMO and LUMO   7.37 eV

5.
Here is a molecular structure, C17H24N2O2 in a non-equilibrium geometry from the OMol25 dataset. Energies are from wB97M-V/def2-TZVPD.

```
! RIJCOSX wB97M-V def2-TZVPD def2/J DEFGRID3
* xyz 0 1
C 0.55510 -7.07241 3.52632
H 0.51089 -7.53737 2.45584
O 1.37320 -6.02368 3.55003
C 1.45363 -5.08800 2.62680
C 2.50997 -4.22019 2.58878
C 2.62569 -3.11013 1.96537
C 1.77799 -2.91245 1.02018
C 0.47639 -3.94884 0.78246
C 0.44324 -5.05354 1.66187
H -0.27268 -5.65359 1.51172
H -0.32394 -3.81128 0.24172
C 1.55292 -1.88698 0.12403
C 0.93139 -1.49544 -1.14663
C 0.97214 -0.25673 -1.77567
O 0.59578 -0.40133 -3.10020
N 1.74334 0.79173 -1.21744
H 1.93579 0.87387 -0.39737
C 1.89264 2.03297 -2.00394
C 0.70274 3.19274 -1.56090
C -0.57490 2.78181 -1.63613
N -1.51842 3.79863 -1.57951
C -2.79586 3.65843 -1.78134
C -3.62719 4.90439 -1.27492
H -3.26149 5.80170 -1.79442
H -4.92227 4.63410 -1.41144
C -2.99887 5.04556 -0.01510
H -3.41457 4.42550 0.60707
H -3.03276 6.02903 0.41876
C -1.45319 4.30578 -0.06599
H -1.39955 3.53982 0.56062
H -0.87640 5.02049 0.08644
H -3.32252 2.65157 -1.70596
H -2.90158 3.71061 -3.05428
H -0.78680 1.86453 -1.18808
H -0.68820 2.39599 -2.81756
H 0.90953 4.10424 -1.96365
H 0.92764 3.26727 -0.60971
H 2.97202 2.48665 -1.75118
H 1.56943 1.78870 -3.03864
H 0.06302 -2.17720 -1.06641
H 2.61037 -0.94456 0.35523
H 3.42515 -2.36161 2.33892
H 3.28421 -4.37166 3.61950
H -0.34438 -6.78716 3.60358
H 0.70134 -7.99197 4.31121
*
```

Energy   -921.565844 a.u.
LUMO   -0.72 eV
Largest force on an atom   0.299 hartree/bohr
HOMO level   -7.91 eV
ΔE to the lowest compared entry with this formula, charge and spin   428.5 kcal/mol
Gap between HOMO and LUMO   7.19 eV